# 1
{
  "formula": "C29H74BClNO16S",
  "method": "ωB97M-V/def2-TZVPD",
  "elements": ["O", "S", "O", "Cl", "C", "C", "C", "C", "N", "C", "B", "O", "O", "H", "H", "H", "H", "H", "H", "H", "H", "H", "H", "H", "H", "H", "H", "C", "O", "C", "C", "O", "C", "H", "H", "H", "H", "H", "H", "H", "H", "H", "H", "C", "O", "C", "C", "O", "C", "H", "H", "H", "H", "H", "H", "H", "H", "H", "H", "C", "O", "C", "C", "O", "C", "H", "H", "H", "H", "H", "H", "H", "H", "H", "H", "C", "O", "C", "C", "O", "C", "H", "H", "H", "H", "H", "H", "H", "H", "H", "H", "C", "O", "C", "C", "O", "C", "H", "H", "H", "H", "H", "H", "H", "H", "H", "H", "C", "O", "C", "C", "O", "C", "H", "H", "H", "H", "H", "H", "H", "H", "H", "H"],
  "positions_angstrom": [[-0.59, 1.74, 5.18], [0.13, 2.02, 3.99], [-0.54, 1.91, 2.74], [0.85, 3.93, 4.19], [1.64, 1.04, 3.97], [1.75, 0.09, 2.78], [1.80, 0.70, 1.38], [3.13, 1.30, 0.95], [3.34, 2.66, 1.58], [4.35, 3.54, 0.86], [5.11, 4.52, 1.92], [6.21, 4.06, 2.59], [4.66, 5.78, 2.10], [1.56, 0.45, 4.89], [2.48, 1.71, 4.12], [2.67, -0.47, 2.94], [0.95, -0.63, 2.83], [1.59, -0.09, 0.67], [1.02, 1.44, 1.22], [3.97, 0.67, 1.25], [3.15, 1.42, -0.12], [2.43, 3.12, 1.62], [3.69, 2.50, 2.52], [5.04, 2.90, 0.33], [3.78, 4.16, 0.17], [6.07, 3.35, 3.22], [3.70, 5.80, 2.00], [1.83, 10.80, 3.14], [0.81, 10.07, 3.80], [0.10, 9.18, 2.95], [0.58, 7.75, 3.11], [1.94, 7.60, 2.69], [2.86, 7.61, 3.76], [2.46, 11.25, 3.90], [2.44, 10.17, 2.49], [1.39, 11.60, 2.53], [0.18, 9.49, 1.91], [-0.95, 9.22, 3.24], [-0.04, 7.11, 2.48], [0.47, 7.43, 4.15], [2.84, 6.65, 4.28], [2.66, 8.40, 4.49], [3.85, 7.76, 3.34], [2.45, -2.98, -4.31], [3.35, -2.00, -4.80], [2.89, -0.68, -4.65], [3.49, 0.00, -3.45], [3.09, -0.62, -2.23], [4.06, -1.52, -1.71], [2.99, -3.93, -4.24], [2.07, -2.72, -3.32], [1.61, -3.10, -5.00], [1.79, -0.66, -4.59], [3.18, -0.13, -5.55], [3.14, 1.04, -3.42], [4.58, 0.01, -3.53], [4.88, -0.96, -1.24], [4.47, -2.17, -2.49], [3.57, -2.14, -0.96], [-1.95, -1.82, -5.46], [-1.28, -2.18, -4.27], [-1.12, -1.11, -3.35], [-2.15, -1.15, -2.25], [-3.47, -0.96, -2.73], [-4.20, -2.16, -2.88], [-2.24, -2.74, -5.96], [-2.85, -1.23, -5.25], [-1.29, -1.25, -6.12], [-1.17, -0.15, -3.88], [-0.13, -1.20, -2.91], [-1.94, -0.34, -1.55], [-2.08, -2.10, -1.70], [-4.55, -2.52, -1.91], [-3.61, -2.95, -3.36], [-5.07, -1.94, -3.50], [-8.19, 3.33, -2.01], [-6.82, 3.15, -2.35], [-6.13, 2.27, -1.48], [-5.99, 0.88, -2.06], [-7.25, 0.24, -2.22], [-7.75, 0.29, -3.54], [-8.67, 3.80, -2.86], [-8.68, 2.38, -1.80], [-8.28, 3.99, -1.14], [-6.63, 2.22, -0.51], [-5.13, 2.69, -1.33], [-5.40, 0.27, -1.37], [-5.45, 0.92, -3.01], [-7.22, -0.42, -4.19], [-7.66, 1.30, -3.97], [-8.80, 0.02, -3.51], [7.23, -5.86, 1.55], [6.02, -6.35, 2.11], [5.10, -5.33, 2.46], [4.01, -5.17, 1.41], [4.52, -4.72, 0.17], [4.70, -5.76, -0.78], [7.74, -6.70, 1.10], [7.04, -5.10, 0.78], [7.87, -5.43, 2.33], [5.61, -4.38, 2.62], [4.63, -5.63, 3.40], [3.29, -4.42, 1.77], [3.47, -6.12, 1.29], [3.74, -6.06, -1.21], [5.19, -6.63, -0.33], [5.33, -5.37, -1.57], [-5.05, -7.63, 1.65], [-5.31, -6.47, 2.42], [-4.29, -5.49, 2.34], [-4.64, -4.38, 1.37], [-4.74, -4.85, 0.03], [-6.07, -5.07, -0.39], [-5.98, -8.19, 1.57], [-4.70, -7.38, 0.64], [-4.30, -8.26, 2.14], [-3.34, -5.95, 2.05], [-4.18, -5.06, 3.34], [-3.85, -3.63, 1.40], [-5.58, -3.90, 1.67], [-6.57, -4.12, -0.60], [-6.65, -5.61, 0.37], [-6.04, -5.66, -1.30]],
  "lowdin_charge": [-0.2996, 0.3521, -0.3156, 0.4016, -0.2630, -0.1925, -0.1704, -0.1114, 0.0548, 0.0186, -0.6003, 0.1929, 0.2055, 0.1119, 0.0671, 0.1255, 0.1286, 0.1310, 0.1037, 0.1423, 0.1304, 0.1577, 0.1459, 0.1270, 0.1305, 0.1040, 0.0943, -0.1015, -0.1850, -0.2041, -0.2083, -0.2052, -0.1139, 0.0921, 0.0825, 0.0922, 0.1297, 0.1306, 0.1223, 0.1234, 0.0776, 0.0952, 0.0865, -0.0926, -0.1800, -0.2019, -0.2007, -0.2215, -0.1060, 0.0904, 0.0772, 0.0907, 0.1172, 0.1310, 0.1215, 0.1279, 0.0843, 0.0900, 0.0818, -0.0992, -0.1964, -0.2150, -0.2043, -0.2085, -0.0842, 0.0923, 0.0846, 0.0881, 0.1281, 0.1100, 0.1226, 0.1288, 0.0854, 0.0896, 0.0872, -0.1091, -0.1899, -0.2056, -0.2130, -0.1900, -0.1081, 0.0898, 0.0838, 0.0882, 0.1266, 0.1233, 0.1177, 0.1231, 0.0811, 0.0854, 0.0907, -0.1049, -0.1844, -0.2138, -0.2086, -0.2103, -0.0997, 0.0925, 0.0815, 0.0894, 0.1227, 0.1269, 0.1182, 0.1292, 0.0905, 0.0866, 0.0893, -0.1066, -0.1878, -0.2122, -0.2114, -0.2037, -0.1065, 0.0910, 0.0832, 0.0889, 0.1250, 0.1248, 0.1204, 0.1279, 0.0867, 0.0855, 0.0908],
  "charge": 1
}

---

# 2
{
  "formula": "C29H75BrNO14S2",
  "method": "ωB97M-V/def2-TZVPD",
  "elements": ["C", "C", "O", "C", "C", "O", "C", "S", "O", "O", "N", "S", "O", "O", "Br", "H", "H", "H", "H", "H", "H", "H", "H", "H", "H", "H", "C", "C", "C", "O", "H", "H", "H", "H", "H", "H", "H", "H", "C", "C", "C", "O", "H", "H", "H", "H", "H", "H", "H", "H", "C", "C", "C", "O", "H", "H", "H", "H", "H", "H", "H", "H", "C", "C", "C", "O", "H", "H", "H", "H", "H", "H", "H", "H", "C", "C", "C", "O", "H", "H", "H", "H", "H", "H", "H", "H", "C", "C", "C", "O", "H", "H", "H", "H", "H", "H", "H", "H", "C", "C", "C", "O", "H", "H", "H", "H", "H", "H", "H", "H", "C", "C", "C", "O", "H", "H", "H", "H", "H", "H", "H", "H"],
  "positions_angstrom": [[3.90, 3.78, 0.79], [2.51, 4.16, 1.28], [2.00, 5.20, 0.47], [0.80, 5.75, 0.97], [-0.38, 4.83, 0.69], [-1.57, 5.57, 0.49], [-2.55, 5.47, 1.47], [-4.01, 4.58, 0.88], [-4.95, 4.58, 1.97], [-4.42, 5.31, -0.30], [-3.64, 3.10, 0.37], [-2.84, 2.06, 1.25], [-3.46, 0.77, 1.15], [-1.44, 2.07, 0.97], [-3.01, 2.50, 3.44], [3.93, 2.75, 0.44], [4.16, 4.42, -0.05], [4.65, 3.90, 1.57], [2.55, 4.50, 2.33], [1.85, 3.29, 1.25], [0.66, 6.71, 0.48], [0.90, 5.92, 2.05], [-0.51, 4.10, 1.48], [-0.17, 4.28, -0.22], [-2.20, 5.04, 2.40], [-2.97, 6.46, 1.68], [0.11, -1.91, 0.15], [-0.16, -1.89, 1.65], [-1.31, -2.82, 2.00], [-0.41, -0.57, 2.12], [-0.77, -1.55, -0.39], [0.94, -1.24, -0.09], [0.35, -2.91, -0.20], [0.74, -2.21, 2.18], [-2.23, -2.50, 1.50], [-1.49, -2.81, 3.07], [-1.09, -3.84, 1.69], [-1.20, -0.23, 1.68], [-0.24, -7.83, 1.42], [-1.11, -7.02, 0.47], [-1.62, -7.86, -0.69], [-0.39, -5.88, -0.01], [0.64, -8.22, 0.91], [0.10, -7.20, 2.25], [-0.79, -8.68, 1.84], [-1.95, -6.60, 1.02], [-0.78, -8.25, -1.27], [-2.24, -7.26, -1.35], [-2.21, -8.71, -0.33], [0.37, -6.20, -0.50], [-0.92, -0.53, 6.12], [0.47, -1.16, 6.06], [1.57, -0.12, 6.22], [0.64, -1.89, 4.84], [-1.05, 0.18, 5.30], [-1.68, -1.30, 6.01], [-1.08, -0.01, 7.07], [0.56, -1.91, 6.85], [1.51, 0.61, 5.41], [2.55, -0.59, 6.18], [1.47, 0.41, 7.16], [0.55, -1.26, 4.11], [-0.34, -6.21, 6.31], [-1.64, -5.60, 5.79], [-1.84, -5.87, 4.31], [-1.66, -4.20, 6.03], [0.51, -5.78, 5.78], [-0.22, -6.01, 7.37], [-0.33, -7.30, 6.16], [-2.48, -6.01, 6.36], [-1.03, -5.42, 3.73], [-2.77, -5.41, 3.97], [-1.87, -6.94, 4.09], [-0.93, -3.80, 5.55], [-5.05, 4.73, -4.45], [-4.30, 3.41, -4.35], [-5.21, 2.29, -3.87], [-3.18, 3.54, -3.48], [-5.43, 5.03, -3.47], [-4.38, 5.52, -4.80], [-5.89, 4.66, -5.14], [-3.89, 3.15, -5.33], [-5.60, 2.52, -2.87], [-4.66, 1.36, -3.81], [-6.06, 2.16, -4.55], [-3.52, 3.76, -2.61], [5.09, 2.35, -4.66], [4.88, 2.49, -3.15], [3.75, 1.59, -2.67], [4.63, 3.85, -2.80], [4.18, 2.65, -5.19], [5.90, 2.99, -4.99], [5.32, 1.32, -4.93], [5.80, 2.22, -2.63], [2.81, 1.87, -3.15], [3.62, 1.70, -1.59], [3.96, 0.55, -2.89], [3.81, 4.12, -3.22], [-3.89, -0.40, -6.79], [-5.17, 0.21, -7.33], [-5.41, -0.19, -8.78], [-5.15, 1.62, -7.19], [-3.03, -0.04, -7.36], [-3.74, -0.11, -5.75], [-3.91, -1.49, -6.85], [-6.01, -0.12, -6.72], [-4.59, 0.17, -9.41], [-6.34, 0.25, -9.15], [-5.47, -1.27, -8.89], [-4.41, 1.97, -7.71], [8.73, -0.05, -1.09], [7.79, 1.03, -0.58], [8.21, 1.56, 0.78], [6.45, 0.55, -0.53], [8.73, -0.90, -0.40], [8.41, -0.41, -2.07], [9.75, 0.32, -1.17], [7.76, 1.85, -1.30], [8.20, 0.76, 1.52], [7.53, 2.34, 1.12], [9.22, 1.98, 0.74], [6.41, -0.18, 0.09]],
  "lowdin_charge": [-0.0565, -0.2712, -0.1535, -0.1832, -0.1928, -0.1358, -0.2862, 0.4665, -0.3632, -0.3333, -0.3303, 0.1710, -0.3921, -0.3824, 0.4507, 0.0542, 0.0700, 0.0634, 0.1130, 0.1196, 0.1262, 0.1201, 0.0942, 0.1375, 0.0708, 0.1128, -0.0466, -0.4970, -0.0445, -0.0632, 0.0873, 0.0766, 0.0682, 0.1270, 0.0907, 0.0670, 0.0603, 0.0503, -0.0649, -0.5021, -0.0623, -0.0576, 0.0798, 0.0664, 0.0793, 0.1336, 0.0788, 0.0799, 0.0778, 0.0864, -0.0474, -0.4953, -0.0614, -0.0683, 0.0726, 0.0742, 0.0796, 0.1319, 0.0844, 0.0741, 0.0760, 0.0606, -0.0607, -0.4977, -0.0679, -0.0569, 0.0818, 0.0757, 0.0748, 0.1350, 0.0704, 0.0855, 0.0734, 0.0644, -0.0577, -0.5073, -0.0603, -0.0509, 0.0810, 0.0749, 0.0740, 0.1166, 0.0852, 0.0709, 0.0692, 0.0732, -0.0647, -0.4977, -0.0514, -0.0528, 0.0793, 0.0744, 0.0762, 0.1143, 0.0860, 0.0624, 0.0804, 0.0899, -0.0551, -0.5017, -0.0671, -0.0591, 0.0821, 0.0732, 0.0787, 0.1377, 0.0785, 0.0761, 0.0765, 0.0879, -0.0625, -0.5056, -0.0576, -0.0554, 0.0794, 0.0773, 0.0775, 0.1298, 0.0811, 0.0764, 0.0785, 0.0889],
  "charge": -1
}

---

| no. | energy (a.u.) |
| --- | --- |
| 1 | -3290.72105 |
| 2 | -5628.46173 |